(1)
C29H75N5O9 | ωB97M-V/def2-TZVPD

Geometry as XYZ:
```
118
Properties=species:S:1:pos:R:3:lowdin_charge:R:1
C 5.8942 -1.7266 -0.1689 -0.07
C 6.0666 -1.6112 1.3561 -0.45
C 6.3072 -0.1584 1.6813 -0.21
O 5.1643 0.7145 1.4990 -0.26
C 5.4731 2.0990 1.7317 -0.14
N 4.8942 -2.2513 1.9305 0.04
H 6.8279 -1.3071 -0.5435 0.07
H 4.9819 -1.1761 -0.3986 0.07
H 5.7861 -2.7554 -0.5124 0.07
H 6.8807 -2.1575 1.8325 0.13
H 7.0913 0.2824 1.0657 0.11
H 6.6436 -0.0641 2.7138 0.12
H 6.4062 2.3938 1.2514 0.08
H 5.6653 2.0542 2.8036 0.08
H 4.6409 2.7699 1.5186 0.06
H 4.2289 -1.5102 2.0986 0.05
H 4.5774 -2.7673 1.1221 0.04
C -4.1891 1.5621 -0.6246 -0.05
C -3.4701 1.7613 -1.9867 -0.50
C -2.7266 3.1040 -2.1252 -0.15
O -3.7096 4.2022 -2.1625 -0.21
C -4.3336 4.3170 -3.4471 -0.11
N -2.6799 0.6855 -2.3354 0.07
H -4.6329 0.5667 -0.6460 0.07
H -4.9484 2.2628 -0.2775 0.07
H -3.3724 1.6540 0.0915 0.06
H -4.3871 1.8558 -2.5683 0.12
H -2.0026 3.0803 -2.9396 0.10
H -2.1108 3.4091 -1.2792 0.11
H -3.8505 3.6814 -4.1892 0.06
H -4.3299 5.3644 -3.7488 0.09
H -5.2817 3.7915 -3.3330 0.08
H -1.8585 0.9323 -1.8020 0.05
H -2.4396 0.6326 -3.3150 0.07
C -1.7743 1.7852 -5.9081 -0.07
C -0.8931 2.9159 -6.5739 -0.39
C -0.9928 4.2743 -5.7200 -0.16
O -0.2885 3.9861 -4.5345 -0.25
C 0.5771 4.9980 -4.0812 -0.09
N 0.5038 2.4861 -6.6957 0.05
H -1.8774 0.8833 -6.5114 0.07
H -2.7546 2.2559 -5.8340 0.07
H -1.1018 1.5068 -5.0967 0.07
H -1.4203 3.0476 -7.5188 0.11
H -2.0395 4.5214 -5.5425 0.10
H -0.4682 5.1321 -6.1407 0.11
H 1.4606 4.9626 -4.7186 0.09
H 0.8328 4.8503 -3.0320 0.08
H 0.0542 5.9514 -4.1567 0.09
H 0.4556 1.4854 -6.5679 0.06
H 0.7995 2.8125 -5.7867 0.05
C -1.7072 -1.2081 6.6791 -0.08
C -2.7955 -0.1604 6.8111 -0.44
C -2.6267 1.1546 6.0445 -0.28
O -2.1993 0.8037 4.8123 -0.20
C -2.1186 1.9791 3.9939 -0.14
N -3.9605 -0.9230 6.4324 0.03
H -1.7747 -2.0343 5.9713 0.07
H -1.6222 -1.6157 7.6864 0.07
H -0.6759 -0.8583 6.6328 0.07
H -2.9464 0.1101 7.8561 0.13
H -1.8206 1.7581 6.4618 0.13
H -3.6004 1.6430 6.0067 0.12
H -1.8498 1.5844 3.0141 0.07
H -1.3171 2.6652 4.2677 0.06
H -3.0660 2.4782 3.7901 0.08
H -4.7923 -0.4261 6.7175 0.06
H -3.9510 -0.8031 5.4295 0.07
C 4.5377 2.2088 -3.1371 -0.24
C 3.6699 0.8994 -3.1383 -0.24
O 2.2704 1.1587 -3.0705 -0.07
O 5.9076 2.0478 -2.7344 -0.07
H 4.1407 3.0257 -2.5343 0.10
H 4.3603 2.6003 -4.1388 0.10
H 3.9761 0.3718 -2.2350 0.09
H 3.9882 0.1977 -3.9092 0.12
H 2.0882 1.5142 -2.1976 0.02
H 6.0324 1.1339 -2.4683 0.06
C 1.2503 2.5980 -0.3956 -0.26
C 0.2041 1.5958 0.2777 -0.20
O -0.0885 0.5673 -0.6996 -0.13
O 2.5961 2.1739 -0.4401 -0.13
H 1.3625 3.4417 0.2854 0.07
H 0.8510 2.9266 -1.3551 0.10
H -0.7894 2.0044 0.4625 0.08
H 0.6422 1.1370 1.1641 0.07
H -0.5015 -0.1801 -0.2609 0.06
H 2.9923 1.9988 0.4167 0.06
C 0.9066 -4.0124 2.0015 -0.04
C -0.4662 -4.5956 2.4791 -0.47
C -1.3643 -3.4015 2.9673 -0.11
C -1.9055 -2.5578 1.7000 -0.16
C -2.5806 -3.4740 0.6713 -0.16
C -1.8154 -4.7845 0.3730 -0.46
N -1.2634 -5.4165 1.5934 -0.13
O -0.6481 -6.5838 1.2077 -0.01
C -2.9164 -5.6995 -0.3226 -0.04
C -0.8006 -4.4291 -0.7449 -0.04
C -0.1196 -5.4050 3.8222 -0.03
H 0.7847 -3.2209 1.2621 0.05
H 1.5403 -4.7415 1.4967 0.08
H 1.5263 -3.5687 2.7807 0.08
H -2.2365 -3.6199 3.5835 0.11
H -0.7355 -2.6572 3.4560 0.10
H -1.0335 -2.0094 1.3440 0.08
H -2.6635 -1.8367 2.0057 0.10
H -2.7886 -2.8765 -0.2163 0.11
H -3.5925 -3.6606 1.0308 0.11
H -3.3601 -5.0959 -1.1143 0.07
H -2.4710 -6.6086 -0.7267 0.07
H -3.7596 -5.9422 0.3241 0.07
H -0.2271 -3.5164 -0.5832 0.06
H -0.0833 -5.2319 -0.9158 0.08
H -1.3288 -4.1936 -1.6688 0.08
H 0.3680 -4.7559 4.5495 0.08
H 0.4648 -6.2598 3.4820 0.07
H -1.0498 -5.7886 4.2416 0.07
H -1.3268 -7.1718 1.5471 0.11
```

Calculated values
- Orbital gap (alpha / beta): 0.073 / 0.334 Eh
- Spin multiplicity: 2
- Charge: -1
- HOMO energy (alpha / beta): 0.45 / -6.70 eV



(2)
C25H47Cl2NO4P2Ti | ωB97M-V/def2-TZVPD

Geometry as XYZ:
```
82
Properties=species:S:1:pos:R:3:lowdin_charge:R:1
Ti -0.3207 0.2767 -0.0808 0.28
Cl 0.0662 -1.9827 -0.6896 0.14
P 1.1471 0.7671 -2.1605 1.00
C 0.8610 -0.3259 -3.6489 -0.53
C 1.0888 2.5031 -2.8286 -0.52
C 2.9409 0.4716 -1.7789 -0.53
C -0.5718 -0.8700 -3.7061 -0.14
H 1.5424 -1.1691 -3.4379 0.10
C 1.2264 0.2662 -5.0149 -0.12
H 0.4905 1.0153 -5.3381 0.08
H 1.1884 -0.5540 -5.7466 0.09
H 2.2285 0.7048 -5.0685 0.05
H -0.7015 -1.6634 -2.9648 0.00
H -0.7474 -1.2945 -4.7043 0.08
H -1.3395 -0.1073 -3.5124 0.05
H 2.9456 -0.6162 -1.5854 0.10
C 3.4031 1.1981 -0.5083 -0.13
C 3.8720 0.7597 -2.9614 -0.11
H 3.7487 0.0369 -3.7758 0.07
H 4.9103 0.6920 -2.6117 0.09
H 3.7356 1.7734 -3.3632 0.07
H 2.5799 1.4175 0.1827 0.01
H 3.9161 2.1388 -0.7464 0.07
H 4.1140 0.5492 0.0213 0.09
C -0.3613 2.9161 -3.1173 -0.10
H 1.6354 2.4450 -3.7839 0.09
C 1.7717 3.5419 -1.9327 -0.12
H -0.9036 2.1901 -3.7376 0.07
H -0.3492 3.8788 -3.6494 0.09
H -0.9315 3.0682 -2.1900 0.07
H 1.4197 3.4615 -0.8951 0.01
H 1.5118 4.5452 -2.2958 0.09
H 2.8652 3.4625 -1.9521 0.06
Cl 0.1319 2.3623 1.0133 0.13
H 0.8442 -0.0542 0.9744 -0.10
P -1.1267 -1.1869 2.0193 0.98
C 0.0352 -2.3898 2.8262 -0.52
C -1.7774 -0.1705 3.4290 -0.53
C -2.5389 -2.2951 1.4951 -0.53
C 1.4809 -1.8860 2.7429 -0.14
H -0.0698 -3.2838 2.1845 0.10
C -0.3126 -2.7783 4.2718 -0.11
H -0.0649 -1.9756 4.9784 0.07
H 0.2987 -3.6526 4.5393 0.09
H -1.3616 -3.0571 4.4158 0.05
H 1.8386 -1.8893 1.7088 0.04
H 2.1310 -2.5392 3.3412 0.08
H 1.5676 -0.8602 3.1283 0.07
H -2.0056 -2.9808 0.8121 0.07
C -3.5911 -1.5411 0.6587 -0.11
C -3.1498 -3.1374 2.6203 -0.11
H -2.4406 -3.8794 3.0044 0.06
H -4.0075 -3.6945 2.2201 0.08
H -3.5176 -2.5262 3.4558 0.08
H -3.4704 -0.4503 0.6813 0.03
H -4.6080 -1.7729 1.0045 0.08
H -3.4991 -1.8274 -0.3999 0.09
C -0.6353 0.6629 4.0163 -0.12
H -2.1273 -0.9048 4.1716 0.09
C -2.9524 0.7050 2.9844 -0.10
H 0.0695 0.0687 4.6081 0.06
H -1.0572 1.4310 4.6749 0.08
H -0.0882 1.1867 3.2191 0.00
H -2.6933 1.3298 2.1159 0.05
H -3.2168 1.3870 3.8034 0.09
H -3.8366 0.1068 2.7334 0.07
O -3.2747 0.7375 -2.5840 0.08
C -2.9634 1.2961 -1.5394 -0.53
O -2.0145 0.8674 -0.7077 -0.28
C -3.6563 2.5467 -1.1109 -0.11
C -3.2902 3.2558 0.0565 -0.01
C -4.0114 4.3674 0.4610 0.03
C -5.0402 4.8633 -0.3593 -0.15
C -5.3978 4.1879 -1.5465 0.03
C -4.7306 3.0121 -1.8938 0.01
N -5.6630 6.0833 0.0284 -0.32
O -5.2872 6.5973 1.1133 0.05
O -6.5351 6.6034 -0.6982 0.06
H -2.4324 2.9609 0.6536 0.04
H -3.7821 4.8756 1.3955 0.12
H -6.1963 4.5884 -2.1686 0.12
H -5.0243 2.4522 -2.7828 0.12
```

Calculated values
- Orbital gap: 0.278 Eh
- HOMO energy: -8.66 eV



Number 1: DFT total energy -57157.9573 eV. Number 2: DFT total energy -103107.0918 eV.